Below is a cluster of 2 separate species, CH2N2OS in total, with properties calculated with wB97M-V/def2-TZVPD.

Output
HOMO (alpha / beta) = -10.4853 / -11.4296 eV
LUMO level (alpha / beta) = -1.18 / -2.69 eV
energy relative to the best compared isomer or geometry (same formula, charge and spin) = 4.851 eV
HOMO-LUMO gap (alpha / beta) = 9.306 / 8.740 eV
largest force on an atom = 3.9 eV/A

Each line ends with the natural charge from an NBO analysis.
Positions of all 7 atoms, in Å:
C 0.8541 -0.9346 0.0449  -0.053
N 1.6012 -1.7710 -0.0206  -0.258
N -0.6557 0.7917 -1.2632  -0.970
O 0.7134 1.5165 0.6898  -0.855
S -0.1893 0.5502 0.1325  1.687
H -1.2471 0.1867 -1.9565  0.443
H -1.0766 -0.3394 2.3731  0.006

=====

Below is a cluster of 2 separate species, C3H6N3O2S in total, with properties calculated with wB97M-V/def2-TZVPD.

Output
HOMO = -14.3024 eV
net charge = +1
LUMO level = -5.40 eV
energy relative to the best compared isomer or geometry (same formula, charge and spin) = 6.480 eV
HOMO-LUMO gap = 8.904 eV
largest force on an atom = 4.4 eV/A

Each line ends with the natural charge from an NBO analysis.
Positions of all 15 atoms, in Å:
C 0.4491 -0.1182 0.0181  0.189
C -1.2692 1.2934 0.8744  -0.231
C 0.0729 2.1353 1.1532  -0.545
N 0.5869 -1.9734 -1.5772  0.022
N -0.8279 0.0738 0.1543  -0.555
N 1.0883 -1.9490 -0.4697  0.423
O 1.8314 -2.3826 0.3243  -0.213
O 0.6621 -3.1905 -2.2912  -0.512
S 1.5041 1.1219 0.5374  0.447
H -1.7093 0.9602 2.0376  0.261
H -1.8665 1.8460 0.1685  0.245
H -0.0047 3.0067 0.4767  0.244
H 0.1669 2.6558 2.0799  0.270
H -1.5439 -0.4843 -0.3174  0.455
H 0.8598 -2.9951 -3.1689  0.499

=====

Below is a structure of composition C11H4F6IrN2O8S3, with properties calculated with wB97M-V/def2-TZVPD.

Output
HOMO (alpha / beta) = -10.0519 / -10.2016 eV
<S²> = 0.78
LUMO level (alpha / beta) = -1.95 / -4.27 eV
energy relative to the best compared isomer or geometry (same formula, charge and spin) = 0.000 eV
spin multiplicity = 2
HOMO-LUMO gap (alpha / beta) = 8.106 / 5.935 eV
largest force on an atom = 4.4 eV/A

Each line ends with the natural charge from an NBO analysis.
Positions of all 35 atoms, in Å:
Ir 0.7563 -1.4980 -0.5917  1.376
O 2.5272 -1.8489 0.2402  -0.821
S 2.1046 -3.3764 0.1319  2.478
O 3.1296 -4.3199 0.3173  -0.848
O 1.5528 -3.2172 -1.3282  -0.875
O 0.8768 -3.4023 0.9388  -0.965
F -0.6322 -5.1950 0.0694  -0.286
C -1.8240 -4.7912 -0.3146  0.764
F -2.7511 -5.4197 0.3954  -0.295
F -1.9852 -5.0548 -1.6043  -0.296
S -2.1555 -2.9709 -0.1209  2.255
O -1.1953 -2.2267 -0.9579  -0.950
O -3.4971 -2.8876 -0.5804  -0.867
N -1.9818 -2.6431 1.3905  -1.204
S -1.2610 -1.3917 1.9473  2.235
O -0.4523 -0.7141 0.8959  -0.931
O -2.1292 -0.4939 2.6217  -0.862
C -0.0789 -1.9512 3.3109  0.778
F -0.3959 -1.2643 4.3968  -0.292
F 1.1756 -1.6722 3.0060  -0.293
F -0.2391 -3.2390 3.5457  -0.287
N 0.3466 8.2100 -1.3882  -0.253
C 0.4361 7.0657 -1.3524  0.253
C 0.5437 5.6304 -1.3069  -0.108
C 0.6167 4.9873 -0.0705  -0.163
C 0.6871 3.6118 -0.0269  -0.146
C 0.6825 2.8719 -1.2243  -0.056
C 0.6256 3.5350 -2.4644  -0.147
C 0.5593 4.9097 -2.5036  -0.173
C 0.7117 1.4730 -1.1631  0.011
C 0.7451 0.2342 -1.1433  0.003
H 0.6150 5.5688 0.8404  0.242
H 0.7339 3.0889 0.9177  0.242
H 0.6359 2.9567 -3.3772  0.239
H 0.5161 5.4347 -3.4471  0.243

=====

Below is a structure of composition C19H18BF4N10O2ReS, with properties calculated with wB97M-V/def2-TZVPD.

Output
HOMO (alpha / beta) = -11.5714 / -11.9379 eV
<S²> = 0.76
net charge = +1
LUMO level (alpha / beta) = -4.82 / -4.53 eV
energy relative to the best compared isomer or geometry (same formula, charge and spin) = 0.000 eV
spin multiplicity = 2
HOMO-LUMO gap (alpha / beta) = 6.748 / 7.403 eV
largest force on an atom = 0.2 eV/A

Each line ends with the natural charge from an NBO analysis.
Positions of all 56 atoms, in Å:
Re 0.4757 0.4098 -0.5484  1.308
O 2.0349 1.4191 -1.3903  -0.487
N 2.1975 2.6639 -1.0253  0.219
N 1.3370 3.0723 -0.2193  0.172
O 0.3362 2.2847 0.1989  -0.541
C 1.3417 4.4269 0.2642  0.143
C 2.5512 5.0698 0.4664  -0.217
C 2.5259 6.3812 0.9091  -0.191
C 1.3134 7.0176 1.1415  -0.174
C 0.1156 6.3482 0.9301  -0.191
C 0.1180 5.0362 0.4857  -0.218
H 3.4832 4.5541 0.2833  0.242
H 3.4566 6.9049 1.0771  0.233
H 1.3028 8.0418 1.4883  0.231
H -0.8262 6.8504 1.1018  0.232
H -0.8008 4.5007 0.2907  0.251
N -1.9490 1.0044 1.6680  -0.740
C -2.2933 0.0319 0.8292  0.662
N -3.4909 -0.5173 0.9645  -0.558
C -3.7795 -1.5185 0.1416  0.622
N -4.9878 -2.0658 0.2138  -0.728
N -2.9248 -2.0558 -0.7734  -0.524
C -1.7833 -1.4511 -0.8536  0.492
N -1.3864 -0.3908 -0.1059  -0.603
C -0.7803 -1.9350 -1.8247  0.255
C -1.0239 -2.9711 -2.6989  -0.205
C -0.0046 -3.3630 -3.5552  -0.117
C 1.2140 -2.7046 -3.5102  -0.223
C 1.3788 -1.6630 -2.6160  0.082
N 0.3986 -1.2920 -1.7881  -0.464
H -2.6792 1.3590 2.2628  0.425
H -1.1529 1.5921 1.4788  0.424
H -5.6691 -1.6780 0.8428  0.422
H -5.2444 -2.7880 -0.4354  0.420
H -1.9961 -3.4410 -2.6983  0.261
H -0.1630 -4.1712 -4.2562  0.242
H 2.0276 -2.9798 -4.1651  0.248
H 2.2986 -1.0970 -2.5515  0.233
C 3.1376 -4.5276 3.5204  -0.656
C 2.1255 -3.9354 2.5960  0.287
C 1.0862 -4.6798 2.0430  -0.283
C 0.2231 -4.0334 1.1829  0.090
N 0.3541 -2.7405 0.8727  -0.502
C 1.3711 -2.1292 1.4566  0.275
S 1.6422 -0.3771 1.1618  0.204
N 2.2553 -2.6398 2.2931  -0.454
H 2.7700 -5.4402 3.9847  0.229
H 3.4098 -3.8043 4.2859  0.249
H 4.0423 -4.7693 2.9591  0.248
H 0.9579 -5.7255 2.2828  0.238
H -0.6081 -4.5553 0.7210  0.209
F -2.3366 2.3088 -1.0766  -0.546
B -2.0908 1.7503 -2.3026  1.389
F -2.7502 0.5711 -2.5106  -0.543
F -2.0291 2.6037 -3.3365  -0.513
F -0.5326 1.2373 -2.1567  -0.557